{"formula": "C35H32N6O5Pt", "method": "ωB97M-V/def2-TZVPD", "spin_multiplicity": 5, "homo_ha": [-0.481, -0.497], "gap_ha": [0.259, 0.196], "charge": 2, "s_squared": 6.03, "elements": ["Pt", "O", "C", "N", "C", "C", "C", "C", "C", "C", "N", "C", "O", "C", "C", "C", "C", "C", "N", "C", "C", "C", "C", "C", "N", "H", "H", "H", "H", "H", "H", "H", "H", "H", "H", "H", "H", "C", "N", "C", "C", "O", "H", "H", "H", "H", "H", "H", "H", "C", "O", "C", "C", "C", "C", "C", "C", "N", "C", "C", "C", "C", "C", "C", "C", "O", "H", "H", "H", "H", "H", "H", "H", "H", "H", "H", "H", "H", "H"], "coordinates": [[-0.63708, -1.08987, -0.58427], [-2.95511, -1.79989, -3.95341], [-2.62008, -1.57889, -2.81780], [-1.69467, -2.29083, -2.08085], [-1.32117, -3.56919, -2.29420], [-1.77945, -4.38812, -3.34378], [-1.35860, -5.68757, -3.41911], [-0.47043, -6.22648, -2.45642], [-0.01969, -5.46942, -1.41248], [-0.41258, -4.11546, -1.30478], [-0.01635, -3.23921, -0.36044], [0.84564, -3.52699, 0.66730], [1.40165, -4.57743, 0.88668], [1.08255, -2.34936, 1.57255], [2.07173, -2.42042, 2.53863], [2.31526, -1.30421, 3.32422], [1.54989, -0.16245, 3.13156], [0.55343, -0.18244, 2.17174], [0.33800, -1.25603, 1.41123], [-3.22573, -0.47261, -2.00577], [-4.22117, 0.32369, -2.53821], [-4.79156, 1.28856, -1.72269], [-4.37484, 1.38911, -0.40442], [-3.36366, 0.55713, 0.05151], [-2.79630, -0.34159, -0.74639], [-2.44803, -3.97231, -4.07906], [-1.71831, -6.31424, -4.22397], [-0.14844, -7.25465, -2.54805], [0.63249, -5.88471, -0.66478], [2.62180, -3.34398, 2.65130], [3.09222, -1.33312, 4.07669], [1.71113, 0.73162, 3.71717], [-0.08933, 0.67103, 1.99708], [-4.52498, 0.17081, -3.56432], [-5.55927, 1.94970, -2.10203], [-4.83352, 2.09734, 0.26997], [-3.00563, 0.60188, 1.07069], [4.24590, -1.92081, -1.08816], [3.75314, -0.57082, -0.84363], [4.74748, 0.46130, -0.60003], [2.47302, -0.27622, -0.97986], [1.59384, -1.10088, -1.28554], [4.99108, -2.17721, -0.33734], [4.71139, -1.98255, -2.07335], [3.41780, -2.62247, -1.04775], [5.28614, 0.70884, -1.51623], [5.46973, 0.10782, 0.13380], [4.26857, 1.36131, -0.21856], [2.23254, 0.78113, -0.80635], [1.80868, 2.67070, 5.01786], [1.41340, 2.66653, 3.64325], [0.10416, 2.45972, 3.35624], [-0.84782, 2.01687, 4.25994], [-2.16688, 1.88320, 3.85362], [-2.53601, 2.17400, 2.54901], [-1.59111, 2.60537, 1.63260], [-0.27319, 2.76420, 2.03526], [0.71877, 3.40706, 1.26564], [0.74913, 3.80544, 0.01742], [0.06194, 3.33248, -1.12266], [-0.00258, 4.19555, -2.25053], [-0.40504, 3.75444, -3.47516], [-0.67086, 2.38209, -3.65026], [-0.61837, 1.52384, -2.58811], [-0.32326, 1.95271, -1.26306], [-0.32532, 1.15033, -0.25432], [2.84618, 2.98951, 5.02924], [1.72730, 1.67397, 5.45459], [1.20440, 3.37288, 5.59333], [-0.57919, 1.80618, 5.28537], [-2.91207, 1.56404, 4.56936], [-3.57683, 2.10420, 2.26456], [-1.87640, 2.86962, 0.62302], [1.46928, 3.74085, 1.86340], [1.48245, 4.58561, -0.17029], [0.26473, 5.23695, -2.11379], [-0.47484, 4.44041, -4.30677], [-0.90687, 2.01234, -4.64023], [-0.78420, 0.46005, -2.72662]], "lowdin_spin": [1.86, 0.07, 0.04, 0.35, 0.17, 0.01, 0.13, 0.09, 0.03, 0.16, 0.34, 0.04, 0.09, 0.01, 0.01, 0.00, 0.01, 0.01, 0.15, 0.01, 0.01, 0.00, 0.01, 0.01, 0.13, 0.00, 0.01, 0.00, 0.00, 0.00, 0.00, 0.00, 0.00, 0.00, 0.00, 0.00, 0.00, 0.00, 0.01, 0.00, 0.01, 0.09, 0.00, 0.00, 0.00, 0.00, 0.00, 0.00, 0.00, 0.00, 0.00, 0.00, 0.00, 0.00, 0.00, 0.00, 0.00, 0.00, 0.00, 0.01, 0.00, 0.00, 0.00, 0.01, 0.01, 0.12, 0.00, 0.00, 0.00, 0.00, 0.00, 0.00, 0.00, 0.00, 0.00, 0.00, 0.00, 0.00, 0.01]}



{"formula": "C35H32N7O3Pt", "method": "ωB97M-V/def2-TZVPD", "homo_ha": [-0.370, -0.370], "gap_ha": [0.251, 0.251], "charge": 1, "elements": ["Pt", "C", "O", "C", "N", "C", "C", "C", "C", "C", "C", "C", "C", "C", "C", "C", "C", "N", "C", "N", "C", "C", "O", "C", "C", "C", "C", "C", "C", "H", "H", "H", "H", "H", "H", "H", "H", "H", "H", "H", "H", "H", "H", "H", "H", "H", "H", "H", "C", "N", "C", "C", "C", "C", "C", "C", "C", "C", "H", "H", "H", "H", "H", "H", "H", "H", "H", "H", "H", "H", "H", "O", "N", "C", "C", "N", "C", "N"], "coordinates": [[-0.07451, -0.18027, -0.16818], [1.01417, -4.31030, 1.64488], [0.56259, -3.34254, 2.63816], [0.02124, -2.34511, 1.95218], [-0.10816, -2.45572, 0.68520], [0.39635, -3.80433, 0.32212], [1.35670, -3.83538, -0.83906], [1.43326, -4.99551, -1.60812], [2.31593, -5.07002, -2.67663], [3.12337, -3.98113, -2.98771], [3.04604, -2.82417, -2.22430], [2.17073, -2.75223, -1.14641], [-0.38192, -1.14581, 2.70486], [-0.44716, -1.07654, 4.08414], [-0.78786, 0.13828, 4.65745], [-1.00781, 1.23912, 3.84062], [-0.88897, 1.07209, 2.47480], [-0.61768, -0.10094, 1.92454], [-0.87296, 2.18094, 1.49931], [-0.37810, 2.02650, 0.34256], [-0.32067, 3.34038, -0.31501], [-1.00500, 4.26361, 0.73021], [-1.26341, 3.38893, 1.87464], [-0.99453, 3.38953, -1.66789], [-0.65682, 4.40400, -2.55699], [-1.28162, 4.49061, -3.79418], [-2.25602, 3.56606, -4.14723], [-2.60341, 2.55980, -3.25691], [-1.97674, 2.47293, -2.02107], [0.66521, -5.29301, 1.94344], [2.10139, -4.29377, 1.61926], [-0.47562, -4.41007, 0.06321], [0.80368, -5.84881, -1.36821], [2.37561, -5.97852, -3.26420], [3.81931, -4.04191, -3.81563], [3.67475, -1.97081, -2.45179], [2.13998, -1.84304, -0.55550], [-0.21276, -1.94666, 4.68242], [-0.84700, 0.23301, 5.73346], [-1.23378, 2.21905, 4.24074], [0.73250, 3.59808, -0.43044], [-1.95608, 4.65011, 0.37825], [-0.37617, 5.08240, 1.06149], [0.10105, 5.13213, -2.28098], [-1.00929, 5.28226, -4.48080], [-2.74989, 3.63810, -5.10867], [-3.37688, 1.84925, -3.52738], [-2.24424, 1.68843, -1.32387], [-2.93497, -1.04220, -2.02656], [-2.38599, -2.24680, -2.71854], [-2.90532, -2.33167, -4.11331], [-0.85572, -2.30990, -2.67126], [-0.18874, -1.03719, -3.09005], [0.04421, -0.82198, -4.45340], [0.71239, 0.30540, -4.89566], [1.19911, 1.20874, -3.95857], [0.98898, 0.98496, -2.60759], [0.27098, -0.11905, -2.14017], [-3.99541, -1.19186, -1.83516], [-2.78075, -0.18060, -2.67011], [-2.39206, -0.88226, -1.10033], [-2.71021, -3.06743, -2.21337], [-2.54361, -1.46794, -4.66349], [-3.99257, -2.32821, -4.09239], [-2.54775, -3.24572, -4.58016], [-0.56612, -3.14337, -3.30987], [-0.59436, -2.53854, -1.64448], [-0.28152, -1.56442, -5.17672], [0.88057, 0.46151, -5.95414], [1.75524, 2.08206, -4.28079], [1.41121, 1.67742, -1.88802], [2.18577, 0.12106, 0.33361], [2.17779, 0.28360, 1.61423], [3.09054, -0.38154, 2.27072], [4.05482, -1.23614, 1.62082], [4.77833, -1.92616, 1.04937], [3.00684, -0.30958, 3.70458], [2.87187, -0.28250, 4.84836]], "mulliken_charge": [1.61, -0.53, -0.44, -0.27, -0.31, -0.55, 0.06, -0.68, -0.66, -0.68, -0.94, 0.15, 0.63, -0.58, -0.52, -0.91, 0.66, -0.03, 0.13, -0.30, -0.93, -0.53, -0.51, 0.33, -0.53, -0.69, -0.70, -0.73, 0.05, 0.31, 0.44, 0.65, 0.46, 0.42, 0.45, 0.48, 0.80, 0.54, 0.46, 0.55, 0.79, 0.38, 0.34, 0.46, 0.42, 0.44, 0.47, 0.48, -0.59, 0.08, -0.83, -0.47, 1.30, -0.60, -1.10, -0.86, -0.81, 0.75, 0.47, 0.34, -0.01, 0.38, 0.39, 0.33, 0.36, 0.70, -1.02, 0.60, 0.46, 0.46, 0.58, -0.55, -0.25, 0.88, 0.13, -0.54, 0.01, -0.54]}